# C4H11NS

C4H11NS in the gas phase (ωB97M-V/def2-TZVPD, OMol25).

XYZ file:
```
17
Properties=species:S:1:pos:R:3
C 0.4193 0.3338 1.0918
C 0.9268 0.0788 -0.3333
C -0.1877 -0.2105 -1.3507
S -1.0293 1.3139 -1.8373
C -0.0542 -0.9415 1.7969
N 1.0450 -1.7028 2.4080
H -0.4001 1.0587 1.0644
H 1.2194 0.7757 1.6807
H 1.6714 -0.7163 -0.3080
H 1.4710 0.9684 -0.6661
H -0.9065 -0.9155 -0.9408
H 0.2757 -0.6525 -2.2264
H -2.2846 0.9529 -1.5609
H -0.5672 -1.6025 1.0997
H -0.7589 -0.6756 2.5823
H 1.9186 -1.1905 2.4158
H 1.1955 -2.5972 1.9656
```

Calculated values
Energy in eV: -16651.53666
LUMO level in eV: 0.94
Energy relative to the best compared isomer or geometry (same formula, charge and spin) in kcal per mole: 5.9
E_HOMO in eV: -9.1
HOMO-LUMO gap in eV: 10.0
Charge: 0

Quick look at the Löwdin charges, all values in e:
1. C -0.22
2. C -0.29
3. C -0.57
4. S 0.71
5. C -0.28
6. N -0.01
7. H 0.10
8. H 0.10
9. H 0.10
10. H 0.10
11. H 0.06
12. H 0.06
13. H -0.15
14. H 0.10
15. H 0.10
16. H 0.06
17. H 0.06